Below is a 2-piece molecular cluster, CH5NO2S2 overall, with properties calculated with ωB97M-V/def2-TZVPD.

Geometry as XYZ:
```
11
Properties=species:S:1:pos:R:3:forces:R:3
C 1.065 0.998 0.586 -1.23 -0.69 -2.26
N -2.795 0.694 0.141 -0.24 1.62 -1.43
O 2.730 -0.699 -0.834 1.97 -0.28 0.22
O 0.312 -1.085 -0.459 -0.52 -1.03 -0.37
S -3.142 -0.419 -0.845 0.05 -0.59 0.29
S 1.494 0.010 -0.956 -2.91 -0.61 2.04
H 1.147 0.373 1.445 0.46 -0.38 0.59
H 1.700 1.840 0.533 0.43 1.19 0.49
H -0.035 1.199 0.406 1.37 0.22 0.18
H 0.562 -1.920 0.032 0.41 1.60 -0.91
H -2.515 0.626 1.088 0.22 -1.04 1.17
```
Positions in Å, forces in eV/Å.

Results
HOMO-LUMO gap (alpha / beta) = 7.44 / 7.44 eV
Relative energy (zero: lowest compared OMol25 entry of this formula, charge and spin) = 4.1805 eV
DFT total energy = -28370.1537 eV
LUMO (alpha / beta) = -1.013 / -1.018 eV